[1]
62
Properties=species:S:1:pos:R:3:forces:R:3:nbo_charge:R:1 method="wB97M-V/def2-TZVPD" spin_multiplicity=7 e_homo_ev="-6.82 / -6.82" charge=-1 fmax_ev_per_a=1.9 de_lowest_kcal_mol=0.00 homo_lumo_gap_ha="0.2814 / 0.2745" energy_ha=-6327.86148 s2=12.013
Co 15.14211 -12.40730 -1.19338 -1.08 -0.67 0.18 1.6320
Co 16.72408 -16.36755 -1.74448 -1.74 -0.35 -0.47 1.4991
Cl 13.94745 -17.79376 -3.47315 -0.48 -0.30 0.30 2.5558
O 13.96282 -19.23022 -3.44897 -0.18 0.21 -0.18 -0.8415
O 13.22603 -17.25325 -2.36945 0.19 -0.03 0.09 -0.8063
O 15.35990 -17.36331 -3.39563 1.20 0.70 0.30 -0.9755
O 13.41021 -17.28752 -4.70800 0.23 -0.06 -0.18 -0.8594
Cl 14.95551 -10.43864 -3.89685 1.21 -0.99 -1.00 2.5617
O 14.43864 -11.04429 -2.65916 -0.35 -0.21 1.24 -0.9586
O 15.06958 -9.02910 -3.73311 -0.05 0.05 0.24 -0.8145
O 16.25245 -11.05844 -4.12525 -0.19 0.45 0.10 -0.8821
O 14.07710 -10.77463 -4.97153 -0.16 0.15 0.26 -0.8175
Cl 12.32249 -13.81379 0.43220 -0.01 -1.18 0.97 2.5752
O 13.31324 -13.10268 -0.38848 0.90 1.17 -0.90 -1.0029
O 11.82684 -14.91659 -0.31435 -0.05 0.29 -0.10 -0.7908
O 13.00900 -14.28204 1.61243 -0.14 0.40 -0.13 -0.8593
O 11.28527 -12.89279 0.78690 0.11 0.19 -0.19 -0.8371
B 15.75264 -14.40029 -2.08866 0.77 -0.08 -0.18 -0.7830
H 16.37153 -13.85456 -1.25044 0.64 0.24 0.84 -0.0130
H 15.26671 -15.36787 -1.61955 -1.12 -0.29 0.39 0.0307
H 14.97179 -13.64490 -2.51587 -1.21 0.19 -1.07 0.0112
H 16.51080 -14.72310 -2.94981 0.42 0.39 -0.32 0.0068
B 15.87212 -16.96393 0.23098 -0.01 0.74 1.44 -0.7166
H 16.69940 -16.03808 0.15784 0.80 0.46 -0.53 -0.0634
H 15.81374 -17.57759 -0.78169 0.08 -1.14 -1.11 -0.0480
H 16.18956 -17.58540 1.19230 0.36 -0.46 -0.03 0.0203
H 14.85554 -16.38179 0.40776 -0.33 0.04 -0.20 0.0687
C 16.86690 -12.36787 2.85297 -0.65 0.27 -0.06 -0.4767
N 16.02240 -13.28840 2.04196 0.05 -0.60 -0.21 0.5565
O 15.61927 -14.28484 2.55685 -0.01 -0.03 0.13 -0.2465
O 15.87892 -13.01473 0.84833 0.14 0.51 0.39 -0.5033
H 17.81549 -12.30928 2.33125 0.09 0.15 0.18 0.2311
H 16.90813 -12.76192 3.85985 0.24 -0.19 -0.06 0.2345
H 16.34848 -11.41164 2.87731 0.18 0.09 -0.22 0.2378
C 18.93797 -16.28588 -5.88109 0.13 -0.46 -0.61 -0.4830
N 18.48209 -15.62840 -4.64006 -1.18 0.61 -0.36 0.5591
O 17.88306 -16.30791 -3.82426 0.58 -0.92 0.46 -0.4283
O 18.62294 -14.43079 -4.55205 0.49 -0.16 0.18 -0.3466
H 19.99891 -16.49282 -5.75921 0.02 0.15 -0.08 0.2262
H 18.71674 -15.62903 -6.71285 0.26 0.35 0.14 0.2577
H 18.39680 -17.20399 -6.08203 -0.14 -0.06 0.58 0.2565
C 14.98385 -14.29463 -5.63402 -0.33 0.10 0.77 -0.4867
N 15.07403 -15.14756 -6.83911 -0.10 -0.12 0.46 0.5516
O 14.10457 -15.21984 -7.55633 0.12 -0.07 -0.19 -0.3599
O 16.13754 -15.71854 -7.03127 -0.03 0.08 -0.15 -0.4373
H 15.51127 -13.36585 -5.83786 0.01 0.00 0.04 0.2452
H 15.38677 -14.81378 -4.77086 0.47 -0.21 -0.29 0.2458
H 13.95045 -14.11826 -5.36011 -0.09 0.20 -0.51 0.2378
C 11.26975 -13.94407 -5.27655 -0.07 0.63 -0.23 -0.5034
N 11.54328 -14.14889 -3.82615 -0.91 -0.05 0.16 0.5322
O 10.91821 -15.03624 -3.29826 0.19 -0.19 0.17 -0.3377
O 12.27629 -13.35362 -3.26346 0.15 -0.34 -0.36 -0.3888
H 11.77874 -14.68765 -5.88497 0.40 0.12 0.19 0.2467
H 11.55045 -12.90775 -5.44642 0.29 -0.19 -0.46 0.2301
H 10.21003 -14.06330 -5.48282 -0.08 -0.09 0.44 0.2240
C 19.34907 -11.93596 -2.11991 0.09 -0.60 -0.14 -0.4853
N 18.37201 -11.36773 -1.16022 -0.07 0.68 -0.61 0.5653
O 18.71298 -10.48934 -0.40720 -0.04 -0.28 0.20 -0.3378
O 17.23718 -11.79398 -1.28211 0.21 0.41 0.15 -0.4472
H 20.33701 -11.51660 -1.98232 -0.12 0.25 0.18 0.2274
H 18.95019 -11.76385 -3.11701 -0.08 0.08 0.04 0.2724
H 19.35948 -13.00973 -1.94201 -0.05 0.00 -0.05 0.2386



[2]
45
Properties=species:S:1:pos:R:3:forces:R:3:nbo_charge:R:1 method="wB97M-V/def2-TZVPD" spin_multiplicity=2 e_homo_ev="-11.65 / -11.65" charge=+1 fmax_ev_per_a=8.0 homo_lumo_gap_ha="0.2568 / 0.1245" energy_ha=-1302.89677 s2=0.754
O -1.68061 -0.98612 2.32878 -1.14 -0.91 1.78 -0.7478
H -0.89773 -1.24205 2.82191 0.80 -0.36 -0.11 0.5506
H -2.18368 -0.38632 2.88444 -0.67 0.49 0.27 0.5553
H -1.48661 -0.61815 1.46358 1.29 0.76 -2.93 0.5815
F -0.66432 -0.35886 -0.06491 -0.61 0.05 0.53 -0.8802
C 3.43131 0.60286 -0.80810 2.55 2.78 0.54 0.7361
O 4.44913 1.19414 -1.15468 -0.24 0.34 -0.55 -0.6686
N 3.34293 -0.68337 -0.87924 -0.36 -3.99 -1.01 -0.8427
N 2.43161 1.20961 -0.19147 -2.45 1.71 0.92 -0.8460
H 2.66120 -1.20306 -0.34513 0.58 -0.34 -0.32 0.3936
H 4.17922 -1.08898 -1.27446 -0.34 -0.52 0.28 0.4201
H 2.48169 2.19944 0.00306 -0.03 -0.11 0.02 0.4429
H 1.58018 0.74382 0.08816 0.36 0.12 -0.10 0.3589
C 0.42112 -0.81116 -3.34337 -1.48 1.22 2.41 0.6930
O 0.77890 -0.93627 -4.52456 1.33 -0.50 -3.04 -0.0522
N 0.04731 -1.74474 -2.57832 -0.08 -5.65 0.47 -0.7324
N 0.19808 0.33357 -2.81877 0.92 4.11 -0.94 -0.7174
H -0.40949 -1.59932 -1.68934 0.25 0.24 0.23 0.4557
H 0.28425 -2.68003 -2.87699 -0.34 -0.28 0.46 0.4297
H 0.60569 1.11604 -3.31038 -0.36 0.55 0.55 0.4351
H -0.20022 0.37372 -1.89149 0.03 0.33 0.22 0.4521
C -3.61302 0.57685 -1.66925 -3.59 1.02 -4.68 0.7357
O -4.47596 0.83965 -2.53343 1.04 0.38 1.48 -0.6617
N -3.36957 -0.65023 -1.34968 0.41 -5.27 0.95 -0.8392
N -2.77551 1.38610 -1.11481 2.20 3.77 1.84 -0.8473
H -3.69527 -1.30900 -2.04253 -0.11 -0.18 0.42 0.4140
H -2.54021 -0.87644 -0.81950 -0.13 -0.16 -0.23 0.3731
H -1.99602 0.96414 -0.63060 0.04 0.60 -0.12 0.3880
H -2.78778 2.35740 -1.39141 0.11 -0.16 0.24 0.4200
C -0.08494 3.17833 1.73594 4.38 3.74 0.30 0.7415
O 1.00769 3.46418 1.26631 -0.04 -0.42 -0.63 -0.6614
N -0.79429 2.15264 1.52009 -3.46 -6.88 -2.26 -0.8419
N -0.68023 3.87847 2.66403 -1.60 2.77 2.81 -0.8059
H -0.58257 1.46134 0.81484 0.22 0.19 -0.04 0.4120
H -1.73025 2.12148 1.89839 0.19 -0.05 -0.52 0.3655
H -1.58285 3.52563 2.94846 0.26 1.01 0.43 0.3615
H -0.39637 4.81563 2.91151 -0.01 -0.30 -0.07 0.4242
C 1.43980 -2.88752 1.26040 0.97 -0.55 -1.12 0.7383
O 1.68366 -3.21242 0.14336 0.45 -2.40 -3.28 -0.6648
N 1.43819 -3.54080 2.36349 0.05 -4.15 3.63 -0.8028
N 1.25667 -1.64382 1.47954 -1.81 6.53 1.05 -0.8249
H 1.79342 -4.48605 2.38368 -0.19 0.12 0.23 0.4256
H 1.20574 -3.06719 3.22476 0.42 -0.66 -0.14 0.3786
H 0.90634 -1.12901 0.68434 -0.27 0.38 0.35 0.4233
H 1.00335 -1.35413 2.41335 0.47 0.61 -0.31 0.3315



[3]
34
Properties=species:S:1:pos:R:3:forces:R:3:nbo_charge:R:1 method="wB97M-V/def2-TZVPD" e_homo_ev=-12.67 charge=+1 fmax_ev_per_a=0.5 de_lowest_kcal_mol=0.00 homo_lumo_gap_ha=0.3737 energy_ha=-614.58675
C -1.12861 -1.97840 0.55975 -0.17 -0.24 -0.05 -0.2464
N 0.30897 -1.85190 0.72726 -0.04 0.00 -0.03 -0.6564
C 1.04804 -1.80891 -0.53746 -0.09 0.17 0.19 -0.2203
C 2.51605 -1.53058 -0.27582 -0.01 -0.14 0.08 -0.6214
C -1.78311 -0.60033 0.46360 -0.10 0.22 -0.24 -0.2404
N -1.11670 0.35928 1.37840 -0.13 0.02 0.48 -0.5455
C -1.36590 0.07536 2.80819 -0.01 0.04 0.25 -0.4212
H -1.39883 -2.53345 -0.34696 0.00 0.03 -0.02 0.2054
H -1.55884 -2.55746 1.37801 0.11 0.14 0.13 0.2135
H 0.66142 -2.59118 1.31953 0.06 -0.04 -0.04 0.3799
H 0.90496 -2.72970 -1.11614 0.07 -0.02 0.00 0.1829
H 0.61459 -0.99550 -1.12521 0.00 0.02 -0.11 0.1797
H 3.09340 -1.55502 -1.19797 0.06 -0.06 -0.11 0.2056
H 2.94304 -2.28542 0.38912 0.00 0.01 -0.07 0.2221
H 2.65009 -0.56186 0.20083 -0.02 0.07 0.06 0.2192
H -2.84407 -0.61690 0.71213 0.02 -0.12 0.02 0.2229
H -1.69465 -0.18655 -0.53905 0.12 0.02 -0.05 0.2365
H -1.41112 1.31934 1.16285 0.02 -0.05 -0.30 0.4637
H -0.09921 0.33295 1.19529 -0.05 0.05 -0.09 0.4924
H -1.03315 -0.92890 3.03465 0.04 -0.12 0.01 0.2248
H -2.42859 0.17188 3.02518 0.04 0.00 -0.08 0.2214
H -0.80360 0.77455 3.42119 0.01 0.06 -0.05 0.2355
H 0.52610 2.46168 0.26539 0.13 -0.17 -0.02 0.4971
H 1.50801 1.49233 -0.44432 -0.02 0.17 0.17 0.4961
O 1.11399 1.70308 0.41979 0.02 -0.05 -0.06 -0.9957
H -1.31334 2.38549 -1.06934 -0.06 0.08 0.01 0.5154
H -1.89756 3.60271 -0.26715 0.03 -0.07 -0.02 0.4982
O -1.40246 2.78122 -0.17630 -0.09 0.03 0.08 -1.0154
H 0.11411 1.34593 -2.56687 -0.01 -0.05 -0.04 0.5100
H -1.22626 1.50704 -3.32270 -0.01 -0.03 -0.02 0.4960
O -0.85083 1.34679 -2.45075 0.11 0.03 0.05 -0.9837
H 2.61817 0.44118 -2.30484 -0.02 0.06 -0.04 0.5019
H 2.65596 1.97153 -2.48552 0.03 -0.02 -0.04 0.5036
O 2.07990 1.23971 -2.23476 -0.04 -0.02 -0.03 -0.9772



[4]
37
Properties=species:S:1:pos:R:3:forces:R:3:nbo_charge:R:1 method="wB97M-V/def2-TZVPD" e_homo_ev=-13.33 charge=+1 fmax_ev_per_a=5.1 de_lowest_kcal_mol=58.56 homo_lumo_gap_ha=0.4010 energy_ha=-840.24025
O -2.54182 0.38695 -1.43949 -0.96 1.43 -0.39 -0.6236
C -2.70682 1.61605 -1.40780 0.76 -2.81 0.95 0.4519
C -1.59537 2.40167 -0.75073 -1.50 1.84 -2.00 -0.5110
C -0.48364 1.61451 -0.10145 -1.06 2.01 2.39 -0.4306
C 0.52223 0.76919 -0.86062 -1.64 0.82 1.39 -0.2764
N 2.13840 -1.28895 -1.48494 -0.21 0.09 0.16 -0.7599
C 0.82346 -1.44293 -1.53865 -1.14 -1.67 -0.86 0.4018
N -0.07990 -0.53029 -1.22112 4.97 -0.65 -1.10 -0.5302
H -3.64671 1.99269 -1.86144 0.57 0.53 0.26 0.1686
H -1.25080 2.97046 -1.62347 0.40 0.24 -0.13 0.2368
H -2.00412 3.24915 -0.11878 0.39 -1.19 -0.33 0.2566
H -1.11367 1.13098 0.71666 1.77 -0.22 -0.57 0.2465
H 0.07102 2.49239 0.36892 -0.24 -1.52 -0.13 0.2441
H 0.87536 1.32182 -1.71630 -0.12 0.06 -0.80 0.2138
H 1.44155 0.73410 -0.20889 -1.39 -1.01 -0.54 0.2547
H 2.48811 -0.35336 -1.32219 0.53 -0.19 0.43 0.4368
H 2.78512 -2.07888 -1.38124 -0.68 0.59 -0.52 0.4357
H 0.42627 -2.40670 -1.97953 0.48 1.06 1.10 0.2509
H -1.01518 -0.81289 -1.43459 -0.74 0.82 0.21 0.4800
H -2.50848 -3.13420 -1.45964 0.91 0.18 -0.69 0.4919
H -2.30144 -2.13952 -2.58566 -0.16 0.05 -0.34 0.4877
O -1.79920 -2.73514 -2.02160 -1.10 -0.22 0.79 -0.9568
H 1.96247 -2.09331 2.64402 0.31 -0.57 0.76 0.4856
H 1.49445 -2.55647 1.23179 -0.08 -0.21 0.38 0.4826
O 1.63921 -1.79993 1.80745 -0.24 0.88 -1.07 -0.9646
H 2.69792 2.81751 2.45715 0.27 0.41 0.25 0.4717
H 1.36030 3.06424 3.14234 -0.66 1.04 0.90 0.4855
O 1.82667 2.45633 2.60657 0.53 -1.41 -1.21 -0.9541
H -1.69164 -1.95957 0.16212 0.58 0.28 0.61 0.4704
H -0.61763 -1.34161 1.20236 -0.85 -1.15 -0.87 0.5013
O -0.91548 -2.15886 0.71403 0.23 0.34 0.64 -0.9744
H -2.98139 -1.03299 2.35036 -0.48 -0.74 -0.16 0.4766
H -1.63349 -1.40360 3.07912 -0.62 -0.11 -0.20 0.4844
O -2.20937 -0.68978 2.77527 1.01 1.00 0.55 -0.9553
H 3.01036 1.46388 0.67161 -0.69 0.81 0.17 0.4765
H 3.99629 0.42568 0.59753 0.05 0.23 -0.97 0.4845
O 3.53696 1.05141 -0.00917 0.77 -1.05 0.94 -0.9399



[5]
35
Properties=species:S:1:pos:R:3:forces:R:3:nbo_charge:R:1 method="wB97M-V/def2-TZVPD" e_homo_ev=-8.95 fmax_ev_per_a=6.5 smiles=CNCCNCCN.O.O.O.O de_lowest_kcal_mol=99.47 homo_lumo_gap_ha=0.3495 energy_ha=-669.37003
N 3.09491 -0.38078 -1.64602 -2.14 1.57 2.47 -0.8548
C 1.77842 -0.95053 -1.35214 -0.95 0.46 1.43 -0.2037
C 0.43411 -0.36585 -1.96639 2.64 0.71 -0.36 -0.2415
N -0.51835 -1.43438 -1.70361 -1.92 -0.04 2.74 -0.6510
C -1.89537 -0.93266 -1.95300 -0.50 -0.64 -1.69 -0.2106
C -2.84326 -0.59255 -0.78290 -1.15 -0.46 -0.62 -0.2384
N -2.23575 0.21330 0.24770 -3.24 3.25 -1.70 -0.6631
C -3.13758 0.84380 1.22271 -1.06 0.07 0.02 -0.4417
H 2.99855 0.64148 -1.65779 0.60 -0.69 -0.63 0.3531
H 3.52456 -0.79759 -2.40897 0.78 -0.31 -1.74 0.3723
H 1.79347 -2.00028 -1.64581 0.01 -0.02 0.32 0.2087
H 1.53645 -0.86862 -0.18463 0.86 -0.10 -2.83 0.1456
H 0.54650 0.00285 -3.07334 -0.34 -1.70 1.45 0.1946
H 0.28493 0.65916 -1.53147 -0.52 -0.78 0.44 0.1472
H -0.54756 -1.75922 -0.62902 0.95 1.00 -3.03 0.3813
H -2.53668 -1.71027 -2.61713 1.62 1.84 1.13 0.1897
H -1.64470 0.02968 -2.50874 -1.34 -1.16 0.30 0.1898
H -3.63558 -0.02864 -1.38775 0.74 -0.38 1.40 0.2074
H -3.39531 -1.49474 -0.32349 0.86 0.85 -0.82 0.1667
H -1.60704 -0.20590 0.77734 3.78 -3.09 2.22 0.3650
H -4.16944 0.38062 1.20000 0.94 0.91 -0.06 0.1918
H -2.82600 0.86755 2.26501 0.59 -1.36 0.22 0.2089
H -3.09365 1.92422 1.15321 -1.00 0.48 -1.08 0.1899
H 0.80799 -2.39465 2.49223 1.00 1.99 -3.52 0.5059
H 1.58218 -1.53176 1.16539 1.03 -0.07 1.23 0.4928
O 0.81533 -1.96708 1.52390 -2.18 -2.11 2.82 -1.0016
H 1.37547 1.82739 2.32709 -0.84 -1.42 -4.66 0.4729
H 1.41647 2.89995 3.20225 0.32 -2.18 0.87 0.4451
O 1.53352 1.88680 3.20050 0.62 3.74 5.23 -0.9330
H -0.70040 1.89102 0.93062 -1.57 -0.40 -0.29 0.4855
H 0.64693 1.60053 0.32409 -0.46 0.42 0.64 0.4729
O 0.20702 2.08436 1.05659 1.65 0.02 -1.36 -0.9487
H 3.56091 0.81060 0.63897 -1.12 -0.79 2.84 0.4756
H 3.73446 0.18791 2.07390 1.33 -0.88 1.00 0.4750
O 3.11447 0.66429 1.57071 0.04 1.25 -4.39 -0.9499



[6]
36
Properties=species:S:1:pos:R:3:forces:R:3:nbo_charge:R:1 method="wB97M-V/def2-TZVPD" spin_multiplicity=2 e_homo_ev="0.43 / -5.83" charge=-1 fmax_ev_per_a=2.4 homo_lumo_gap_ha="0.0858 / 0.3137" energy_ha=-1108.62017 s2=0.751
C -0.73171 -1.04356 0.28179 0.11 -2.02 1.37 -0.2361
N -1.46507 0.16086 0.06477 1.44 0.78 0.25 -0.6623
C -0.76643 1.43386 0.43209 -1.67 -0.93 -1.25 -0.0956
C -1.04766 1.93393 1.85941 -0.09 -0.30 -0.97 -0.5310
S -1.26593 3.72882 1.89559 0.40 0.21 0.29 -0.0854
C 0.69877 1.39971 0.05257 0.25 1.01 -0.73 -0.2675
O 0.88405 1.55602 -1.35524 -0.46 -0.70 -0.36 -1.0248
C -1.57688 -2.27519 0.67652 0.07 1.47 0.15 -0.6157
H -0.02438 -1.02086 1.12585 -0.07 0.65 -0.02 0.1799
H -0.08514 -1.35940 -0.53961 -0.21 0.36 -0.42 0.1700
H -2.46339 0.20772 0.18009 0.08 -0.43 0.22 0.3688
H -1.29614 2.07625 -0.26927 0.50 0.86 0.20 0.2172
H -2.04489 1.60665 2.09545 -0.35 -0.37 0.38 0.2149
H -0.34560 1.50349 2.56051 0.19 0.26 0.41 0.2170
H -0.14008 4.07365 1.24780 0.00 -0.02 0.01 0.1142
H 1.20206 0.47965 0.30945 0.00 -0.20 0.48 0.1839
H 1.19478 2.22702 0.55816 0.16 -0.01 0.27 0.1659
H 1.34128 2.37380 -1.60871 0.08 0.14 0.29 0.3997
H -2.43935 -2.32760 0.05799 -0.72 -0.49 -1.01 0.1860
H -0.95463 -3.16025 0.59723 -0.19 -0.21 0.22 0.2031
H -2.00712 -2.10087 1.66692 0.40 -0.36 0.22 0.1941
H 1.42468 -4.34654 0.80460 0.08 0.09 -1.05 0.4824
H 2.59788 -3.35253 0.10911 -1.07 -0.41 -0.76 0.5331
O 2.14915 -3.73077 0.88404 0.88 0.28 1.62 -1.0237
H 1.57064 -2.62083 -1.98004 0.24 0.24 -0.01 0.4994
H 2.55744 -1.50779 -1.63699 0.05 -0.02 -0.01 0.4635
O 2.42680 -2.46269 -1.53812 0.08 -0.17 0.02 -1.0328
H 2.00742 -2.67357 2.31585 -0.24 -0.16 0.38 0.5034
H 1.47528 -3.15993 3.68267 0.05 -0.08 -0.09 0.4523
O 1.72745 -2.36663 3.20569 0.08 0.30 -0.07 -0.9837
H 0.41624 -0.76036 -2.57757 0.31 0.14 -0.17 0.4695
H -0.67835 -1.67383 -3.01096 -0.10 -0.21 -0.17 0.4474
O 0.28354 -1.59356 -3.06729 -0.32 0.20 0.24 -1.0329
H -0.60619 1.35529 -3.53669 0.26 -0.03 0.38 0.4786
H -2.06603 1.01760 -3.84892 -0.10 -0.19 0.22 0.4422
O -1.32397 1.54589 -4.14457 -0.14 0.30 -0.52 -0.9950